Record 1
Density functional theory data (the ωB97M-V functional and the def2-TZVPD basis) for a structure of composition C28H16BrCl5HfN4O2S.

The geometry in ORCA input format:
```
! wB97M-V def2-TZVPD RIJCOSX def2/J DEFGRID3
* xyz 2 1
H -5.0422 -0.0582 -2.9938
N 1.2885 -1.3550 0.8024
C 0.2363 1.2544 2.7614
C 2.5491 -0.9375 0.5748
H -0.9367 -1.5970 4.2199
H 4.1289 -5.1938 1.5743
Hf -0.5422 -0.2050 0.0465
H 0.6089 -0.8392 6.0019
O 0.4463 0.3050 -1.6287
C 0.1218 -0.1801 -2.8386
Cl -1.0476 -1.8558 -6.8692
H 5.4311 -5.2655 2.7092
C -0.8169 -1.9893 -4.1966
C 3.4448 -2.7484 1.8363
C -0.1010 2.2027 1.7227
Cl 0.9055 2.1726 -3.8173
C -0.3522 -0.6951 4.0998
C 0.2827 0.5864 -3.9904
C -2.2028 4.7099 -1.2852
C -3.3757 -0.1000 -1.6423
H 4.6395 -1.1969 0.9386
C -0.0760 0.0659 -5.2344
C 4.6199 -3.4159 2.4958
H -2.1134 5.7835 -1.3702
Cl -1.5106 -3.5497 -4.2793
H 0.0734 -2.7870 1.6782
C -1.3470 4.0155 -0.4046
H 2.6604 -0.0476 -0.0331
H -3.3950 -1.1786 -1.5377
C -1.4410 2.6585 -0.2851
C -0.6170 -1.2205 -5.3436
H -0.6224 4.5722 0.1759
H 1.6016 2.6217 3.7193
Cl -0.7436 -2.3939 -1.4936
Cl 0.1423 1.0170 -6.6328
N -2.4406 0.5389 -0.9581
C 1.2496 0.9123 4.9369
C -2.3769 1.9252 -1.0635
S 5.5802 -2.5459 3.4746
C -0.4410 -1.4496 -2.9755
C -3.1454 4.0349 -2.0056
H -3.8225 4.5625 -2.6647
H 1.9489 -4.1190 2.5822
H 0.0735 3.2585 1.9265
C -0.4696 0.0284 2.9170
C 0.5073 -0.2667 5.0891
C 1.0839 1.6741 3.8094
C -3.2565 2.6252 -1.9027
Br 2.4156 1.4619 6.2924
C 1.0998 -2.4878 1.5004
C -4.2313 1.8914 -2.6173
C -4.3033 0.5342 -2.4748
O -1.2338 -0.4532 1.9170
N 4.6890 -4.7385 2.2747
C 2.1474 -3.2216 2.0118
N -0.6971 1.8509 0.6250
C 3.6445 -1.5891 1.0924
H -4.9195 2.4177 -3.2675
*
```

- Energy above the lowest of the compared OMol25 structures with the same formula, charge and spin: 83.1 kJ/mol

Here is what Löwdin gives for the atomic charges, in e: H 0.128; N -0.098; C -0.145; C -0.077; H 0.135; H 0.117; Hf 1.680; H 0.121; O -0.281; C -0.439; Cl 0.753; H 0.118; C -0.704; C -0.210; C 0.004; Cl 0.772; C 0.011; C -0.613; C -0.018; C -0.089; H 0.127; C -0.682; C -0.865; H 0.127; Cl 0.753; H 0.118; C 0.032; H 0.125; H 0.114; C -0.182; C -0.698; H 0.127; H 0.123; Cl 0.767; Cl 0.764; N -0.011; C -0.685; C -0.138; S 0.770; C -0.521; C 0.017; H 0.134; H 0.136; H 0.153; C -0.329; C -0.059; C -0.061; C -0.125; Br 0.839; C -0.126; C 0.055; C 0.001; O -0.220; N 0.117; C 0.026; N -0.041; C 0.011; H 0.141

=====

Record 2
Density functional theory data (the ωB97M-V functional and the def2-TZVPD basis) for an isolated molecule of C4H7NO.

The geometry in ORCA input format:
```
! wB97M-V def2-TZVPD RIJCOSX def2/J DEFGRID3
* xyz 0 1
H 0.1073 -1.0772 -0.3256
O -0.4881 0.8313 0.2657
C -0.1533 -0.1086 -0.7633
H -1.0659 -0.2682 -1.3497
H 1.5579 -0.4663 -2.0129
C -1.2371 -0.8499 1.7666
H 0.6911 1.0187 -2.4124
H 1.7091 0.9641 -0.9699
H -0.5777 1.0896 2.2754
N -1.9187 -1.7790 1.8394
C 1.0143 0.3832 -1.5911
H 0.6925 -0.0449 1.7281
C -0.3313 0.3071 1.5497
*
```

- Energy above the lowest of the compared OMol25 structures with the same formula, charge and spin: 162.7 kJ/mol
- Structure (SMILES): CCOCC#N

Here is what natural (NBO) gives for the atomic charges, in e: H 0.175; O -0.516; C -0.078; H 0.194; H 0.215; C 0.241; H 0.214; H 0.219; H 0.233; N -0.310; C -0.635; H 0.204; C -0.156

=====

Record 3
Density functional theory data (the ωB97M-V functional and the def2-TZVPD basis) for a structure of composition C11H13ClO2S in a non-equilibrium geometry.

The geometry in ORCA input format:
```
! wB97M-V def2-TZVPD RIJCOSX def2/J DEFGRID3
* xyz 0 1
Cl 2.3016 -0.5670 0.7501
H -1.4739 -3.5355 -0.6325
H 0.7052 -2.1864 2.1873
H -1.8391 -1.5546 1.7073
C 0.6894 -0.5821 -0.0299
C 1.1049 1.6881 -1.4369
H 1.4903 5.4092 -0.6293
H -0.2120 -0.0123 0.5103
H -0.7378 4.2898 -0.6542
C 0.1039 -2.4804 0.0770
C 2.3247 2.2197 -1.2535
H 0.8015 -3.3392 -1.5403
C 0.1637 3.8059 -0.8720
H -0.9727 2.0556 -1.3358
C 2.5619 3.6178 -1.0787
H 0.1036 -3.8701 1.9543
C 0.0120 2.5011 -1.2322
H 3.5186 4.1526 -0.9907
H 3.1905 1.6605 -1.3758
O 0.8850 -3.2631 -0.6336
H -2.0216 -1.9077 -0.7564
C 0.0180 -2.7905 1.5664
S 0.8376 -0.0710 -1.8703
C 1.4354 4.3744 -0.8450
H -2.3893 -3.2349 1.8890
C -1.4255 -2.5406 -0.0771
C -1.5297 -2.5713 1.4017
O -0.5234 -0.1271 -2.4253
*
```

- Energy above the lowest of the compared OMol25 structures with the same formula, charge and spin: 102.1 kJ/mol

Here is what natural (NBO) gives for the atomic charges, in e: Cl -0.036; H 0.205; H 0.235; H 0.204; C -0.513; C -0.253; H 0.209; H 0.236; H 0.214; C 0.415; C -0.199; H 0.490; C -0.204; H 0.235; C -0.208; H 0.231; C -0.207; H 0.227; H 0.215; O -0.701; H 0.244; C -0.473; S 1.270; C -0.197; H 0.218; C -0.486; C -0.403; O -0.969

=====

Record 4
Density functional theory data (the ωB97M-V functional and the def2-TZVPD basis) for a cluster of 2 separate species, C18H25N2O2PS in total in a non-equilibrium geometry.

The geometry in ORCA input format:
```
! wB97M-V def2-TZVPD RIJCOSX def2/J DEFGRID3
* xyz 0 1
C -3.7205 -0.5045 -5.1555
N 1.6576 0.4919 -4.1041
H 2.9313 -0.0545 -2.0349
H -2.1844 -0.1298 3.9708
H -3.6986 1.9490 2.9289
C -0.2109 1.1339 3.7587
C 2.0398 -0.8703 0.5334
H -2.1345 3.0438 3.2597
C 0.8766 -0.6647 1.7161
C 2.3352 -1.0616 -2.2080
H -0.2345 1.1077 6.1399
C -2.3645 -0.4340 -4.8793
H 0.6664 -2.0126 -0.9498
C -3.6101 -2.8505 -4.6569
H -0.4967 -0.6581 5.2998
H -1.8091 0.4991 2.1433
H 1.1971 0.1707 5.3027
H 2.3863 -2.8320 -0.7680
O 4.8494 1.0450 2.4445
P 2.6416 2.7728 4.1003
H 1.3995 1.4250 -3.6799
H -0.2023 2.2904 3.9362
C 1.8197 -1.7831 -0.8234
H 3.0922 -1.7832 -2.7747
C -2.2595 -2.6796 -4.3984
N -1.6184 -1.4952 -4.5017
C -2.6942 2.0572 3.5601
H 4.0218 2.9371 4.4905
C 3.3750 -0.1825 0.7200
C -4.3520 -1.7386 -5.0419
H -1.6384 -3.5163 -4.0912
C 0.9930 0.5695 2.7947
C 2.3314 1.2734 2.9342
H -4.0725 -3.8262 -4.5597
H -4.2709 0.3811 -5.4523
H 1.7124 2.8053 5.2245
H 0.1109 -0.3351 -2.6781
C 1.0927 -0.6523 -3.2415
H -5.4135 -1.8332 -5.2515
H -2.9894 2.1709 4.7021
S 2.2158 4.3732 3.0062
H 1.1254 0.4535 -5.0220
C 3.6067 0.7474 2.0500
H 4.2622 -0.2918 -0.0614
H -1.8257 0.5059 -4.9568
C 0.0273 0.4014 5.2435
C -1.7258 0.7208 3.2894
H 0.8842 -1.5663 -3.9424
O -0.1251 -1.5702 1.6839
*
```

- Structure (SMILES): CC[C@@H](C)C1=C([PH2]=S)C(=O)C=C(CCCN)C1=O.c1ccncc1

Here is what natural (NBO) gives for the atomic charges, in e: C -0.261; N -0.857; H 0.220; H 0.222; H 0.221; C -0.280; C -0.002; H 0.213; C 0.496; C -0.422; H 0.226; C 0.030; H 0.246; C -0.260; H 0.233; H 0.232; H 0.211; H 0.243; O -0.539; P 0.778; H 0.355; H 0.253; C -0.467; H 0.217; C 0.033; N -0.428; C -0.637; H 0.068; C -0.271; C -0.163; H 0.195; C 0.014; C -0.359; H 0.223; H 0.223; H 0.031; H 0.186; C -0.223; H 0.219; H 0.209; S -0.608; H 0.358; C 0.511; H 0.267; H 0.192; C -0.633; C -0.404; H 0.217; O -0.522

=====

no.,orbital gap (eV),E_LUMO (eV)
1,6.351,-6.8
2,11.559,0.8
3,9.569,0.7
4,6.492,-2.0